Entry 1:
Density functional theory data (wB97M-V/def2-TZVPD) for C14H32IInNO5V as an isolated structure at a distorted geometry.

```
! wB97M-V def2-TZVPD RIJCOSX def2/J DEFGRID3
* xyz 0 1
C 1.047 6.000 -1.271
C 0.627 4.582 -1.616
C -0.773 4.260 -1.078
O -0.679 3.634 0.177
In -0.773 1.578 0.220
I -0.840 0.667 -2.387
C 1.133 0.788 1.121
C 1.243 -0.614 0.592
C 2.286 -1.445 1.327
C 2.646 -2.703 0.539
C 1.476 -3.658 0.327
C 0.587 -3.452 -0.895
C 1.106 -4.146 -2.135
O 2.419 -3.799 -2.503
C 2.504 -2.523 -3.089
C -2.389 0.874 1.595
C -2.929 -0.505 1.255
O -2.200 -1.152 0.213
C -3.008 -1.380 2.492
N -1.698 -1.751 3.051
H 2.074 6.199 -1.556
H 0.985 6.142 -0.197
H 0.392 6.725 -1.738
H 0.625 4.466 -2.694
H 1.350 3.896 -1.190
H -1.332 3.686 -1.813
H -1.292 5.202 -0.940
H 1.895 1.461 0.752
H 1.040 0.828 2.198
H 0.277 -1.097 0.713
H 1.426 -0.590 -0.476
H 3.186 -0.845 1.440
H 1.916 -1.753 2.300
H 3.122 -2.423 -0.393
H 3.400 -3.229 1.118
H 1.895 -4.658 0.234
H 0.882 -3.676 1.238
H 0.381 -2.411 -1.120
H -0.381 -3.907 -0.693
H 0.434 -3.926 -2.968
H 1.076 -5.220 -1.991
H 1.863 -2.453 -3.964
H 3.538 -2.373 -3.366
H 2.230 -1.731 -2.394
H -1.906 0.848 2.565
H -3.204 1.584 1.661
H -3.951 -0.384 0.904
H -1.853 -1.991 0.527
H -3.540 -2.287 2.223
H -3.576 -0.835 3.235
H -1.513 -1.239 3.900
H -0.942 -1.511 2.421
O -4.815 3.084 1.835
V -3.967 4.006 0.713
O -3.498 5.154 -0.420
*
```

Max |F|, hartree/bohr: 0.056
Electronic energy, Ha: -2415.13719
M, g/mol: 587.08

Entry 2:
Density functional theory data (wB97M-V/def2-TZVPD) for C14H32N4OP2RuS as an isolated structure at a distorted geometry.

```
! wB97M-V def2-TZVPD RIJCOSX def2/J DEFGRID3
* xyz 2 7
Ru 0.000 0.002 -1.046
P 0.808 2.015 -0.824
P 1.667 -1.393 -0.618
N -1.549 0.882 -1.820
N -0.874 -1.590 -1.796
H -3.433 0.396 -2.707
H -2.858 -2.179 -2.319
H -3.151 -0.162 -1.020
C -2.685 -0.030 -2.013
H -1.968 -1.313 -3.603
C -2.119 -1.372 -2.503
H -2.439 2.534 -2.717
H -0.831 -3.669 -2.086
C -1.558 2.114 -2.200
C -0.289 -2.792 -1.689
H -0.691 3.947 -1.472
C -0.370 2.990 -1.925
H 0.148 3.232 -2.869
H 2.877 -1.131 -1.325
H 2.230 -1.560 0.683
H 2.086 2.366 -1.314
H 0.789 2.840 0.348
O 1.026 0.486 -2.681
C 0.670 0.111 -3.988
C 1.014 1.267 -4.944
C 1.404 -1.175 -4.398
H -0.426 -0.074 -4.074
H 0.408 2.163 -4.720
H 2.080 1.535 -4.831
H 0.832 0.990 -5.998
H 1.208 -1.976 -3.667
H 1.091 -1.523 -5.401
H 2.494 -0.991 -4.416
C 0.963 -2.953 -1.111
H 1.439 -3.929 -0.994
C -1.005 -2.077 5.385
C 0.201 -1.607 4.579
N -0.199 -1.260 3.229
C 0.000 0.002 2.574
S 0.000 0.002 0.954
N 0.200 1.260 3.236
C -0.201 1.601 4.586
C 1.005 2.067 5.396
H -1.761 -1.270 5.466
H -0.681 -2.370 6.406
H -1.473 -2.956 4.893
H 0.721 -0.783 5.092
H 0.937 -2.438 4.523
H -0.533 -2.046 2.650
H 0.537 2.048 2.662
H -0.936 2.433 4.534
H -0.722 0.776 5.095
H 1.473 2.948 4.908
H 0.679 2.356 6.417
H 1.761 1.259 5.474
*
```

Max |F|, hartree/bohr: 0.133
Expectation value of S²: 12.062
Electronic energy, Ha: -2021.75476
M, g/mol: 467.52

Entry 3:
Density functional theory data (wB97M-V/def2-TZVPD) for C14H32N6O7Ti as an isolated structure at a distorted geometry.

```
! wB97M-V def2-TZVPD RIJCOSX def2/J DEFGRID3
* xyz 0 3
O -4.772 -0.495 -3.489
H -5.144 -0.898 -4.285
Ti -0.525 -0.575 -0.308
N -1.588 -1.056 1.486
N -2.186 0.776 -0.152
N 1.275 -1.272 -1.279
N -0.509 0.179 -2.284
O -1.536 -2.196 2.102
O 2.247 -2.141 -0.747
O -1.545 0.718 -2.954
O -2.801 1.518 -1.038
C -2.725 0.894 1.093
C -2.202 0.001 2.064
C 1.648 -0.676 -2.422
C 0.618 0.085 -3.031
C -2.347 0.112 3.537
H -1.444 0.548 3.985
H -2.518 -0.864 3.999
H -3.178 0.772 3.803
C -3.898 1.783 1.219
H -4.744 1.394 0.630
H -3.670 2.790 0.852
H -4.223 1.844 2.261
C 3.015 -0.808 -2.987
C 0.673 0.632 -4.413
H 3.599 -1.528 -2.410
H 3.527 0.165 -2.972
H 2.974 -1.134 -4.036
H -0.182 1.289 -4.600
H 0.643 -0.199 -5.132
H 1.603 1.186 -4.591
H 2.272 -1.957 0.218
H -2.174 1.114 -2.165
C -4.126 -1.530 -2.752
H -4.125 -1.201 -1.708
H -3.088 -1.644 -3.095
H -4.655 -2.494 -2.837
O -1.076 -2.604 -0.373
H -0.595 -3.281 -0.871
H -1.302 -2.894 0.572
C 1.524 2.406 0.246
N 2.258 1.646 1.257
C 3.172 2.423 2.086
C 1.860 0.400 1.520
O 0.784 -0.025 0.915
N 2.480 -0.480 2.323
C 3.760 -0.248 2.979
C 1.742 -1.668 2.771
H 1.983 3.397 0.195
H 0.466 2.526 0.520
H 1.587 1.920 -0.741
H 2.920 2.330 3.150
H 4.222 2.140 1.932
H 3.056 3.474 1.809
H 3.662 0.432 3.845
H 4.103 -1.223 3.347
H 4.503 0.136 2.269
H 0.824 -1.393 3.313
H 1.471 -2.326 1.931
H 2.409 -2.221 3.443
*
```

Max |F|, hartree/bohr: 0.092
Expectation value of S²: 2.200
Electronic energy, Ha: -2257.15160
M, g/mol: 444.31